The following is a DFT calculation (ωB97M-V/def2-TZVPD) of a 16-piece molecular cluster, C65H170N8O24 overall.

The HOMO-LUMO gap is 8.82 eV. The strongest force on any atom comes out at 4.06 eV/Å. The value obtained for the LUMO energy is 0.019 Ha.

Cartesian coordinates (Å):
C1 3.1016 -0.9246 7.7512
C2 1.9637 -1.6609 6.9660
C3 0.8418 -2.0523 7.9406
O1 1.5246 -0.8616 5.8774
H1 3.9062 -0.6041 7.0612
H2 3.4594 -1.5987 8.5013
H3 2.6621 -0.0777 8.3531
H4 2.4111 -2.5919 6.5682
H5 1.2282 -2.8108 8.6098
H6 -0.0084 -2.4101 7.3815
H7 0.5088 -1.2387 8.5817
H8 1.6300 0.0446 6.1763
C4 -0.9342 -4.1011 -3.0739
O2 0.3280 -4.5982 -2.6016
C5 0.9370 -5.7524 -3.1919
C6 1.2491 -5.5043 -4.6246
N1 1.9827 -4.2576 -4.8144
C7 1.8075 -3.5896 -6.0820
C8 2.5528 -2.2043 -6.0855
O3 2.2162 -1.4652 -7.2975
C9 3.2513 -0.5933 -7.6895
H9 -1.6294 -4.8969 -3.2224
H10 -0.7931 -3.6594 -4.0150
H11 -1.3146 -3.4350 -2.3327
H12 0.3345 -6.6317 -2.9796
H13 1.8567 -5.8240 -2.5935
H14 0.3398 -5.5093 -5.2069
H15 1.7781 -6.3614 -4.9617
H16 2.9384 -4.3651 -4.6387
H17 0.7536 -3.3954 -6.3688
H18 2.2642 -4.1595 -6.8878
H19 3.6250 -2.3389 -5.9757
H20 2.1911 -1.5441 -5.2451
H21 3.4155 0.2246 -6.9373
H22 2.8863 -0.1211 -8.6496
H23 4.1902 -1.0756 -7.9351
C10 -2.6399 -1.0109 4.2010
O4 -1.8294 -0.4501 3.1841
C11 -0.4481 -0.8012 3.1175
C12 0.0117 -0.5609 1.6496
N2 -0.9775 -1.0827 0.8088
C13 -0.6295 -1.1665 -0.5959
C14 -0.1834 0.1630 -1.2429
O5 -1.3365 1.0420 -1.4359
C15 -0.9465 2.3658 -1.6428
H24 -3.7085 -0.7361 3.9644
H25 -2.4925 -0.5489 5.1588
H26 -2.5730 -2.0957 4.3187
H27 -0.4008 -1.8749 3.4191
H28 0.1713 -0.2714 3.9254
H29 0.9490 -1.1077 1.4480
H30 0.3302 0.5181 1.4896
H31 -1.8863 -0.7208 1.0341
H32 -1.5369 -1.4643 -1.0314
H33 0.1246 -1.9641 -0.8349
H34 0.3008 -0.1013 -2.1713
H35 0.5969 0.6911 -0.6912
H36 -0.5386 2.8595 -0.7104
H37 -1.8817 2.8731 -1.9199
H38 -0.2489 2.4581 -2.4948
C16 -9.2840 0.2879 4.2349
O6 -8.9507 0.4304 2.8752
C17 -8.4671 1.7778 2.6142
C18 -7.5596 1.8185 1.4276
N3 -6.5359 0.8095 1.5784
C19 -5.6982 0.8000 0.4609
C20 -4.7157 -0.2415 0.3909
O7 -5.4390 -1.4271 0.0438
C21 -4.5908 -2.5428 -0.2168
H39 -8.4260 0.6162 4.8766
H40 -9.3030 -0.7933 4.3492
H41 -10.2741 0.6783 4.5537
H42 -7.9705 2.1866 3.4970
H43 -9.3093 2.4008 2.4331
H44 -7.0603 2.7655 1.5315
H45 -8.0174 1.8314 0.4870
H46 -7.0153 -0.0783 1.6545
H47 -5.1809 1.7725 0.5442
H48 -6.2571 0.8387 -0.5201
H49 -4.1056 -0.4312 1.2205
H50 -4.0268 0.0115 -0.4949
H51 -4.1744 -2.9461 0.7489
H52 -3.7055 -2.3558 -0.8472
H53 -5.1461 -3.3408 -0.7315
C22 2.0014 -6.2612 5.9811
O8 2.6101 -5.9845 4.7817
C23 2.9173 -4.5877 4.5790
C24 3.7412 -4.3002 3.3212
N4 3.5846 -3.0049 2.7169
C25 3.5696 -1.7774 3.5402
C26 4.9083 -1.5455 4.1075
O9 5.0628 -2.2529 5.3014
C27 6.4051 -2.5893 5.5798
H54 1.9132 -7.3696 6.0852
H55 0.9872 -5.7761 5.9951
H56 2.5041 -5.7459 6.8155
H57 3.4377 -4.1994 5.4779
H58 2.0082 -4.0190 4.4341
H59 3.4009 -4.9653 2.4999
H60 4.7590 -4.5506 3.5386
H61 2.8577 -2.9651 2.0096
H62 2.9119 -1.7859 4.3922
H63 3.2485 -0.9538 2.9379
H64 5.0221 -0.5008 4.3616
H65 5.6531 -1.9585 3.4008
H66 6.4115 -3.0738 6.5599
H67 7.0313 -1.6787 5.6783
H68 6.7827 -3.3135 4.8486
C28 5.5198 2.2748 6.2960
O10 4.7194 3.4689 6.3524
C29 4.6933 4.1608 5.1407
C30 3.8260 3.4257 4.1050
N5 2.4953 3.2937 4.6483
C31 1.5743 2.5332 3.8527
C32 0.2413 2.4604 4.6177
O11 0.4591 1.7758 5.8349
C33 -0.3990 2.1724 6.8613
H69 5.4023 1.8625 7.2952
H70 6.5678 2.4579 6.0933
H71 5.1625 1.4731 5.5824
H72 5.6862 4.2833 4.7315
H73 4.2030 5.0604 5.4132
H74 4.2766 2.4472 3.8494
H75 3.7804 3.9886 3.1512
H76 2.4815 3.0914 5.6761
H77 1.9380 1.5133 3.5541
H78 1.4213 2.9933 2.8827
H79 -0.5640 1.9416 4.1263
H80 0.0131 3.5453 4.9241
H81 -0.0496 3.1479 7.3053
H82 -0.3477 1.4138 7.6243
H83 -1.3857 2.1896 6.4701
C34 6.3065 -4.1702 0.5465
O12 6.0135 -2.8071 0.5321
C35 7.0339 -2.0936 -0.2228
C36 6.7535 -0.6017 -0.0465
N6 7.0151 -0.1742 1.3689
C37 6.9036 1.2626 1.5822
C38 5.5790 1.8048 1.0392
O13 4.5410 1.0070 1.5443
C39 3.2873 1.0979 0.9180
H84 7.2845 -4.2671 0.9340
H85 6.3092 -4.6573 -0.4239
H86 5.5567 -4.5834 1.2780
H87 7.0397 -2.3625 -1.2895
H88 8.0178 -2.4069 0.1861
H89 5.6849 -0.4808 -0.2956
H90 7.4071 -0.0273 -0.7379
H91 6.2872 -0.6912 1.9188
H92 7.7294 1.7337 1.1938
H93 6.9602 1.4106 2.6873
H94 5.5978 1.9820 -0.1220
H95 5.4324 2.8357 1.4631
H96 2.6412 0.6688 1.5796
H97 3.1019 0.7637 -0.1345
H98 2.9867 2.1642 0.9829
C40 -3.3144 9.8008 -2.7688
O14 -4.1101 9.1760 -1.8331
C41 -3.8713 7.8117 -1.7025
C42 -4.7507 7.2980 -0.5788
N7 -4.4322 5.9314 -0.2642
C43 -3.3060 5.7741 0.6142
C44 -3.2666 4.3238 1.0978
O15 -1.9050 3.9007 1.3612
C45 -1.8850 2.5974 1.8808
H99 -3.4617 9.4620 -3.7871
H100 -2.2599 9.6863 -2.6220
H101 -3.5522 10.8202 -2.7337
H102 -2.7660 7.6398 -1.6180
H103 -4.1652 7.2895 -2.6404
H104 -5.6959 7.3901 -1.0742
H105 -4.8073 7.9679 0.2314
H106 -5.2408 5.4536 0.0377
H107 -3.3637 6.4257 1.5569
H108 -2.3541 6.0540 0.0875
H109 -3.6052 3.7434 0.2506
H110 -3.9891 4.1128 1.9320
H111 -0.8432 2.3330 1.9532
H112 -2.3673 1.7911 1.2290
H113 -2.3437 2.5688 2.8520
C46 -0.7338 -1.6014 -10.0946
O16 -2.0132 -1.2087 -9.8921
C47 -2.1956 -0.0986 -9.0219
C48 -3.6102 -0.0890 -8.6051
N8 -3.8372 -1.1046 -7.5635
C49 -5.1583 -1.0646 -6.8969
C50 -4.9235 -1.5505 -5.4359
O17 -4.0037 -0.6310 -4.8419
C51 -3.7354 -0.8388 -3.4797
H114 -0.2410 -1.9462 -9.1735
H115 -0.1169 -0.7831 -10.5053
H116 -0.7334 -2.4186 -10.8464
H117 -2.0088 0.8404 -9.5738
H118 -1.4840 -0.1242 -8.1314
H119 -4.2759 -0.1561 -9.5114
H120 -3.8180 0.9808 -8.2082
H121 -3.7149 -2.0508 -7.8648
H122 -5.9506 -1.6638 -7.4083
H123 -5.5261 -0.0830 -6.7252
H124 -4.4902 -2.5538 -5.4499
H125 -5.8377 -1.5253 -4.8459
H126 -3.5397 0.0490 -2.9303
H127 -2.9982 -1.5896 -3.4287
H128 -4.6306 -1.2394 -2.9671
C52 2.9155 2.8296 -5.1772
C53 1.6438 2.9256 -4.2937
O18 1.9956 3.9300 -3.3450
H129 3.2808 3.7857 -5.5367
H130 2.6791 2.2167 -6.0304
H131 3.5892 2.2598 -4.5710
H132 1.3826 1.9257 -3.9287
H133 0.6982 3.3274 -4.7656
H134 1.2082 4.2757 -2.9235
C54 3.1741 -4.0070 -0.8007
C55 3.0212 -2.5532 -1.0087
O19 2.7178 -2.2998 -2.3458
H135 3.9602 -4.2664 -1.5914
H136 2.2512 -4.4609 -1.1161
H137 3.5664 -4.2972 0.1671
H138 3.9932 -2.0751 -0.8113
H139 2.2901 -2.1170 -0.3065
H140 1.9083 -2.7135 -2.6769
C56 -5.7558 2.2247 -3.0713
C57 -4.7707 2.8387 -2.0574
O20 -4.1861 3.9851 -2.7268
H141 -6.1325 1.1888 -2.8437
H142 -5.2590 2.0930 -4.0318
H143 -6.6274 2.8437 -3.2038
H144 -3.9209 2.1598 -1.7742
H145 -5.2931 3.0664 -1.1284
H146 -3.9969 4.5790 -2.0571
C58 -0.1212 -4.4938 0.5850
C59 -0.9986 -4.9779 1.6909
O21 -1.1498 -3.9153 2.5958
H147 -0.7223 -3.9015 -0.0891
H148 0.3839 -5.2834 0.0550
H149 0.6683 -3.8013 0.9986
H150 -0.5408 -5.8275 2.2479
H151 -1.9292 -5.2314 1.2472
H152 -1.2209 -3.0475 2.1166
C60 -0.0942 0.0191 -5.7368
C61 -0.7112 -1.1130 -4.9197
O22 -1.4735 -2.1041 -5.5979
H153 0.7795 0.3816 -5.1955
H154 -0.7206 0.8736 -5.8078
H155 0.2165 -0.1960 -6.7651
H156 -1.2463 -0.7114 -4.0296
H157 0.0218 -1.7053 -4.4333
H158 -2.2456 -1.6797 -5.9641
C62 -4.8556 3.7298 5.0719
C63 -4.9459 2.2707 4.6552
O23 -4.6940 2.2038 3.2616
H159 -3.8909 4.1237 4.7669
H160 -4.9237 3.9873 6.1414
H161 -5.5913 4.3439 4.5433
H162 -5.9560 1.8977 4.8444
H163 -4.3237 1.6537 5.2851
H164 -5.4354 1.7172 2.8361
C64 5.4500 -0.3276 -3.5834
C65 4.6465 0.7082 -2.8009
O24 3.2739 0.5348 -2.9712
H165 6.5451 -0.2903 -3.5044
H166 5.1984 -0.2703 -4.6371
H167 5.1951 -1.3106 -3.2605
H168 4.9421 1.7293 -3.0896
H169 4.9019 0.6386 -1.7694
H170 3.0843 -0.3507 -2.7219

Cartesian forces, eV/Å:
-1.27 0.47 -0.44
1.02 0.24 1.02
0.47 0.29 -0.42
0.03 -0.47 0.45
-0.40 -0.13 0.54
0.63 -0.50 0.35
0.43 -0.44 -0.88
-0.33 0.45 -0.10
-0.08 -0.41 0.09
-0.31 -0.33 -0.09
0.03 0.36 -0.13
-0.37 0.50 -0.31
1.47 -1.56 0.24
-0.24 0.30 0.86
-0.26 1.61 1.39
0.04 0.35 -0.37
-2.10 0.44 0.05
0.50 1.44 -0.79
-1.86 0.69 0.28
0.95 -1.31 0.65
-1.04 1.53 -0.80
-0.73 -0.85 0.09
-0.02 1.03 -1.22
-0.15 0.60 0.43
-0.18 -0.31 -0.35
-0.08 -0.29 -0.33
-0.39 0.38 -0.24
0.80 -0.99 -0.63
1.57 -0.29 0.46
0.41 -0.24 0.56
-0.04 -0.22 -0.51
0.29 -0.02 -0.15
0.46 -0.86 -0.42
-0.02 -0.67 -0.50
0.41 -0.31 1.04
0.27 -0.40 0.22
-1.25 0.46 -0.51
-0.26 0.48 -0.17
0.54 -0.38 1.43
1.36 0.72 1.88
0.12 -1.00 -0.77
0.74 1.06 0.44
-0.91 -0.11 0.14
1.27 -1.73 0.48
-0.33 1.10 0.14
1.04 -0.40 -0.15
0.61 0.28 0.70
0.29 -0.03 -0.31
0.40 0.55 -0.49
-0.79 -0.41 -1.29
-0.11 -0.07 0.34
-0.72 -0.73 0.16
-0.23 0.24 -0.31
-1.19 -0.44 -1.28
-0.45 0.69 0.56
-0.08 0.15 -0.85
-0.12 0.01 0.40
-0.21 -0.54 -0.88
0.39 0.22 0.06
-0.07 -0.02 0.40
0.64 -1.17 0.45
0.50 1.73 -0.18
-0.70 -1.15 0.20
1.08 0.12 2.03
-1.49 -0.88 1.14
0.06 3.09 -1.41
1.05 -1.76 -3.50
0.65 -0.75 -0.46
0.36 -0.59 0.99
-0.88 0.18 -0.27
-0.32 -0.16 0.36
0.66 0.24 -0.33
0.24 -0.28 0.08
-0.94 0.73 -0.16
0.33 0.82 -0.22
-1.09 -0.37 -1.54
0.00 -0.27 0.27
0.25 -0.21 -0.45
0.37 -0.18 0.72
0.80 0.02 1.70
-0.58 -0.28 1.12
-0.41 0.22 -0.70
-0.31 0.60 -0.01
-0.14 0.40 0.36
-1.51 0.57 0.72
1.39 0.77 -1.77
-0.21 -0.22 0.50
-1.13 -1.16 -0.65
-0.35 1.32 0.03
-0.20 -1.45 -0.19
1.18 0.01 -0.38
-0.01 -0.93 1.01
-0.24 0.23 0.67
0.15 1.00 0.16
0.32 -0.68 0.02
0.31 -0.61 0.11
-0.19 -0.16 -0.37
-0.72 0.12 0.30
0.24 -0.22 0.69
0.94 0.06 -0.04
0.06 -0.27 0.38
-0.72 -0.27 0.28
0.02 0.48 -0.61
0.47 0.68 -0.41
-0.02 0.74 -0.02
-0.04 0.00 -0.10
-0.06 -0.44 -0.40
0.22 0.32 -0.11
-1.27 -0.60 0.31
0.98 -1.45 0.16
-0.71 -1.06 -0.96
0.06 0.06 0.14
0.03 0.27 0.86
-0.56 -1.06 0.38
0.86 1.69 0.80
1.10 -0.55 0.11
1.18 0.58 0.48
0.29 -0.18 0.04
0.28 0.37 -0.11
0.09 1.04 0.49
0.50 0.39 -0.03
-0.17 1.26 -0.21
-0.02 0.13 0.03
0.07 -0.04 0.42
0.09 -0.14 -1.61
-0.14 0.25 0.63
-0.19 0.57 -0.18
-0.35 0.21 -0.61
-0.17 -1.31 -0.90
-0.67 -0.65 -0.44
0.01 -0.27 0.40
-1.25 0.46 -0.05
-1.50 -0.14 1.35
0.73 1.23 -1.54
-0.21 -0.04 0.98
0.54 -0.16 0.78
-0.61 -1.55 -0.62
-2.51 -1.87 1.57
0.20 2.25 -0.78
0.51 -1.12 -0.85
0.70 2.82 -1.17
1.30 -0.58 0.72
-0.46 -0.06 -0.35
0.84 -0.12 -0.98
-0.35 -0.08 0.09
-0.31 0.43 -0.11
0.36 0.23 -0.16
-0.49 -0.19 0.35
0.97 0.94 -0.53
1.86 1.29 -1.24
-0.24 0.02 -0.67
-0.24 -0.84 1.94
0.12 -0.46 -0.43
-1.88 -1.75 1.46
0.86 -0.10 0.70
-0.02 -0.13 -0.52
0.17 -0.39 -0.83
-0.47 0.12 0.63
1.14 -0.42 -0.74
0.30 -0.36 -1.91
0.52 0.50 -0.75
0.96 0.41 1.85
0.69 -0.18 -0.23
-1.51 0.73 -0.16
-0.07 -0.98 -0.82
-0.48 -0.36 -0.44
0.89 -0.19 0.65
-0.27 1.56 0.01
-0.67 -0.03 0.42
0.11 0.07 0.36
-1.06 -0.47 0.14
0.43 0.88 1.37
-0.82 -0.64 0.63
0.04 -0.41 -1.20
-0.82 -0.42 0.45
-0.25 -0.57 -0.35
0.91 0.27 -0.37
0.40 -0.15 0.13
0.29 1.17 0.50
-0.28 -0.20 0.43
2.06 -0.57 -0.70
-1.97 0.42 0.61
1.47 0.24 -0.23
-1.43 1.21 0.70
-1.31 1.19 0.35
0.78 -1.33 1.09
0.44 0.49 -0.47
-0.38 0.70 -0.63
-2.32 -1.08 -0.16
-0.03 -0.05 -0.05
0.01 -0.08 0.02
0.00 0.40 0.51
0.25 -0.23 0.02
-0.91 -0.18 -1.02
0.51 -0.26 0.65
0.19 -1.85 -0.09
0.38 -0.29 -0.76
0.50 0.32 0.36
-0.11 1.18 -0.55
-0.04 -0.23 0.18
-0.31 -0.26 -0.03
0.81 1.01 -0.06
1.28 -0.81 0.62
0.03 -0.08 -0.15
-1.94 -0.49 0.14
-0.33 1.57 -1.27
0.20 -0.40 0.79
0.05 0.10 0.33
-0.03 -0.32 -0.54
0.80 0.12 0.11
0.36 0.30 0.58
1.01 -0.63 -0.36
-0.17 -0.06 0.14
1.65 -0.74 -1.71
0.40 0.84 1.11
-0.08 1.14 -1.09
-0.88 -0.20 1.09
-0.35 -0.60 0.38
-0.30 -0.06 0.18
-0.37 0.11 -0.02
-0.01 0.07 -0.20
-0.02 -0.47 0.26
0.42 -1.43 0.28
0.54 -0.58 -1.21
-1.18 -2.56 -1.25
0.45 0.92 0.31
0.10 0.26 -0.07
-0.22 0.42 -0.04
-0.83 0.15 -0.29
0.00 0.53 -0.06
0.65 2.41 2.21
1.33 0.74 0.13
1.39 0.23 0.53
-0.64 1.25 0.68
-0.01 0.11 -0.43
0.04 -0.27 -0.40
-0.61 -0.73 -0.30
-0.51 0.52 -0.34
-1.14 -0.75 -0.09
0.05 -1.14 0.16
0.41 -0.27 0.02
-0.49 0.08 0.45
0.36 0.23 0.04
0.24 -0.13 -0.02
-1.01 0.73 0.03
0.03 -0.56 0.41
-0.11 0.18 -0.77
1.37 -0.47 0.20
-0.74 0.46 -0.45
0.21 0.70 0.15
-1.26 0.78 0.13
-0.11 -0.35 0.15
0.31 0.00 -0.17
-0.20 -0.61 -0.22
-0.08 -0.21 0.03
-0.17 0.00 0.08
0.79 -0.35 -0.18
0.41 -0.22 0.08
0.33 0.40 -0.34
1.28 0.28 -0.61
-0.25 1.46 -0.50
-0.24 0.51 0.18
-0.06 0.08 -0.27
-0.45 -0.91 0.35
-0.36 -0.27 -0.13
0.22 -0.09 1.02
-0.59 -1.72 0.31

These are the Löwdin partial charges, in e, on atoms 1 to 6:
1. C -0.040
2. C -0.463
3. C -0.050
4. O -0.071
5. H 0.069
6. H 0.064